The following is a DFT calculation (the ωB97M-V functional and the def2-TZVPD basis) of C4H11N3O in the gas phase.

Geometry as XYZ:
```
19
C4H11N3O the ωB97M-V functional and the def2-TZVPD basis
C -0.17096 -1.02562 0.03444
C -1.07828 1.05353 1.10643
C -2.29317 -0.00343 -0.71654
N -1.01482 0.22566 -0.08067
N 3.24129 0.18095 -0.46213
C 0.98818 -0.39974 -0.75371
O 0.27806 -1.36826 1.24951
N 2.04256 -0.35276 -0.02095
H 1.58204 -0.88323 1.04254
H -0.64688 -1.84851 -0.52849
H 3.24604 1.19508 -0.53743
H 4.02556 -0.35466 -0.11308
H 0.94859 -0.04922 -1.77839
H -0.08991 1.09614 1.55984
H -1.40101 2.06124 0.83679
H -2.14012 -0.50838 -1.67245
H -2.78073 0.95017 -0.92775
H -2.95861 -0.61666 -0.08966
H -1.77784 0.64769 1.85168
```

Summary:
ΔE to the lowest compared entry with this formula, charge and spin ... 99.7 kcal per mole
Net charge ... 0
E ... -10840.8889 eV